Entry 1:
{
  "formula": "C15H25Cl25",
  "method": "ωB97M-V/def2-TZVPD",
  "symbols": ["Cl", "C", "Cl", "Cl", "H", "Cl", "C", "Cl", "Cl", "H", "Cl", "C", "Cl", "Cl", "H", "Cl", "C", "Cl", "Cl", "H", "Cl", "C", "Cl", "Cl", "H", "Cl", "C", "C", "Cl", "H", "H", "H", "H", "Cl", "C", "C", "Cl", "H", "H", "H", "H", "Cl", "C", "C", "Cl", "H", "H", "H", "H", "Cl", "C", "C", "Cl", "H", "H", "H", "H", "Cl", "C", "C", "Cl", "H", "H", "H", "H"],
  "coordinates": [[-4.0939, 16.8242, -1.7121], [-4.7541, 16.7011, -3.3438], [-5.8604, 18.0713, -3.7136], [-5.5964, 15.1843, -3.6105], [-3.9139, 16.7740, -4.0240], [-1.2595, 19.3486, -1.1757], [-2.4390, 20.6688, -1.2135], [-3.7490, 20.3416, -2.3478], [-1.5826, 22.1726, -1.6740], [-2.8296, 20.8511, -0.2225], [-1.6203, 25.3731, -6.3302], [-2.2270, 23.7593, -6.7526], [-1.4695, 22.5461, -5.6924], [-2.0114, 23.3577, -8.4564], [-3.2879, 23.7858, -6.5413], [-2.5098, 19.3067, -9.1905], [-4.2748, 19.3282, -9.0208], [-5.0131, 18.1562, -10.1313], [-4.9624, 20.9310, -9.3050], [-4.4920, 18.9634, -8.0259], [0.1594, 16.0011, -9.3203], [1.6396, 15.2672, -8.6650], [1.9550, 15.8670, -7.0124], [3.0557, 15.5987, -9.6545], [1.5116, 14.1975, -8.5819], [-8.3030, 22.1807, -3.3983], [-7.4562, 21.1162, -4.5602], [-6.0722, 21.6853, -4.8418], [-6.1531, 23.0386, -5.9662], [-7.9927, 20.9298, -5.4860], [-7.3642, 20.1690, -4.0303], [-5.4284, 20.9167, -5.2719], [-5.5904, 22.0682, -3.9464], [-3.0184, 19.4144, -5.7401], [-1.4307, 18.9485, -5.0256], [-0.7751, 17.8306, -5.8143], [-1.7836, 16.3521, -5.7038], [-1.5835, 18.7381, -3.9695], [-0.8151, 19.8489, -5.0728], [0.2222, 17.6303, -5.4299], [-0.6851, 18.1046, -6.8621], [1.7404, 21.6811, -0.9502], [1.6459, 21.7766, -2.7227], [1.9242, 20.3866, -3.2619], [1.8856, 20.3977, -5.0551], [2.3673, 22.5257, -3.0387], [0.6701, 22.1236, -3.0588], [1.1622, 19.6860, -2.9314], [2.9089, 20.0314, -2.9746], [4.6514, 18.9438, -9.7361], [3.1888, 19.9610, -9.5008], [2.1829, 19.1310, -8.7166], [0.6487, 20.0635, -8.5410], [2.8238, 20.1701, -10.4988], [3.4332, 20.8479, -8.9250], [2.5168, 18.8679, -7.7166], [1.9824, 18.2041, -9.2489], [-0.3887, 16.1029, -2.2853], [1.2710, 15.6625, -1.8744], [2.1208, 15.5603, -3.1242], [2.3949, 17.1739, -3.8264], [1.2412, 14.6843, -1.3942], [1.7021, 16.3703, -1.1710], [1.6339, 14.9117, -3.8537], [3.0873, 15.0843, -2.9616]],
  "forces_ev_per_angstrom": [[-0.163, -0.064, -0.073], [-0.128, 0.432, -0.104], [0.308, -0.435, 0.171], [0.099, -0.023, 0.056], [-0.088, -0.014, -0.138], [-0.355, -0.017, 0.099], [0.543, 0.552, -0.418], [0.220, -0.006, 0.293], [-0.478, -0.150, 0.074], [-0.116, -0.257, 0.030], [0.057, -0.143, -0.250], [0.018, 0.079, 0.287], [-0.099, 0.202, -0.247], [0.089, 0.097, 0.265], [-0.043, -0.228, -0.016], [-0.280, 0.164, -0.113], [0.144, -0.364, -0.362], [0.042, 0.028, 0.002], [0.214, -0.210, 0.284], [-0.093, 0.329, 0.123], [0.378, -0.210, 0.115], [0.028, 0.320, 0.415], [-0.152, -0.066, -0.141], [-0.166, -0.084, -0.197], [-0.136, -0.025, -0.152], [-0.314, -0.016, -0.405], [0.818, -0.092, 0.568], [-0.055, -0.548, 0.215], [0.036, 0.435, -0.456], [-0.343, 0.376, 0.108], [0.085, 0.030, -0.096], [-0.069, 0.042, -0.087], [-0.120, -0.145, 0.119], [0.089, -0.192, 0.263], [0.198, 0.436, -0.240], [-0.430, 0.418, 0.234], [0.268, -0.099, -0.094], [-0.152, -0.344, -0.072], [0.027, -0.115, -0.188], [-0.113, -0.153, 0.185], [-0.123, -0.070, -0.053], [-0.081, 0.091, 0.128], [0.134, -0.023, -0.423], [0.087, 0.244, -0.093], [-0.034, 0.095, -0.046], [0.191, -0.210, -0.081], [-0.063, -0.096, 0.329], [0.023, -0.008, 0.045], [-0.024, -0.013, 0.084], [0.044, 0.249, 0.139], [-0.216, -0.653, 0.493], [-0.083, -0.051, -0.286], [0.308, -0.182, -0.029], [-0.105, 0.304, 0.055], [0.241, 0.137, -0.301], [0.144, 0.195, 0.015], [-0.259, 0.128, -0.014], [-0.232, 0.205, 0.098], [0.692, -0.520, -0.051], [-0.124, -0.475, -0.112], [0.101, -0.163, -0.175], [-0.067, 0.020, -0.010], [-0.200, 0.160, -0.020], [-0.199, 0.366, -0.151], [0.075, 0.327, 0.402]],
  "smiles": "ClC(Cl)Cl.ClC(Cl)Cl.ClC(Cl)Cl.ClC(Cl)Cl.ClC(Cl)Cl.ClCCCl.ClCCCl.ClCCCl.ClCCCl.ClCCCl"
}



Entry 2:
{
  "formula": "C6H9N",
  "method": "ωB97M-V/def2-TZVPD",
  "symbols": ["C", "C", "C", "C", "N", "C", "C", "H", "H", "H", "H", "H", "H", "H", "H", "H"],
  "coordinates": [[-1.0030, -1.7211, 0.2708], [0.1108, -0.7343, 0.0510], [1.5111, -0.9646, -0.1175], [2.1350, 0.2692, -0.1722], [1.1536, 1.2168, -0.0753], [-0.0723, 0.6286, 0.0385], [-1.3117, 1.4383, -0.0857], [-0.7269, -2.7548, 0.0393], [-1.8838, -1.4747, -0.3342], [-1.3224, -1.7072, 1.3214], [1.8997, -1.9649, -0.2792], [3.1529, 0.6388, -0.2462], [1.3054, 2.2090, -0.0005], [-2.1841, 0.8079, 0.0976], [-1.3937, 1.8398, -1.1060], [-1.3391, 2.2839, 0.6112]],
  "forces_ev_per_angstrom": [[-0.058, -0.104, -0.009], [-0.067, 0.324, -0.091], [-0.130, -0.028, -0.058], [-0.006, -0.072, 0.043], [-0.021, 0.099, 0.017], [-0.053, -0.069, -0.055], [-0.210, 0.100, 0.055], [0.106, 0.214, -0.046], [0.149, -0.074, 0.063], [0.048, -0.035, -0.178], [0.370, 0.369, 0.261], [-0.126, -0.595, -0.050], [0.061, -0.133, -0.130], [0.045, 0.168, 0.018], [-0.063, -0.042, 0.212], [-0.045, -0.120, -0.052]],
  "smiles": "Cc1cc[nH]c1C"
}



Entry 3:
{
  "formula": "C4H10O2",
  "method": "ωB97M-V/def2-TZVPD",
  "symbols": ["C", "O", "C", "C", "C", "O", "H", "H", "H", "H", "H", "H", "H", "H", "H", "H"],
  "coordinates": [[-1.2147, 2.0036, -0.8544], [-1.0316, 0.7418, -0.2687], [0.3115, 0.4953, 0.0575], [0.3992, -0.8570, 0.7604], [0.1994, -2.0094, -0.2011], [1.6805, -1.0200, 1.3471], [-0.7932, 2.8012, -0.2206], [-0.7429, 2.0664, -1.8485], [-2.2910, 2.1609, -0.9546], [0.6929, 1.2872, 0.7276], [0.9505, 0.4931, -0.8433], [-0.3885, -0.8805, 1.5293], [0.1711, -2.9585, 0.3401], [1.0394, -2.0384, -0.9025], [-0.7302, -1.8795, -0.7582], [1.7477, -0.4063, 2.0899]],
  "forces_ev_per_angstrom": [[-0.082, 0.287, -0.118], [-0.018, -0.076, 0.027], [0.268, -0.054, 0.084], [-0.281, 0.007, -0.136], [0.051, -0.018, -0.001], [0.098, 0.170, 0.263], [-0.091, -0.127, -0.104], [-0.071, -0.037, 0.171], [0.158, 0.011, -0.037], [-0.066, -0.107, -0.059], [-0.103, -0.005, 0.119], [0.122, 0.014, -0.078], [-0.020, 0.102, -0.073], [-0.106, -0.007, 0.033], [0.063, -0.029, 0.043], [0.078, -0.132, -0.134]],
  "smiles": "COC[C@@H](C)O"
}



Entry 4:
{
  "formula": "C5H15N2O",
  "method": "ωB97M-V/def2-TZVPD",
  "symbols": ["C", "N", "C", "C", "N", "C", "C", "O", "H", "H", "H", "H", "H", "H", "H", "H", "H", "H", "H", "H", "H", "H", "H"],
  "coordinates": [[-2.1870, 0.9409, 0.3239], [-1.1840, 1.0897, 1.4068], [0.2051, 1.0112, 0.6746], [0.4145, -0.4453, 0.5139], [1.3676, -1.0955, 1.6324], [0.7667, -0.8035, -0.9238], [-0.2405, -0.3771, -1.8797], [2.1547, -0.3982, -1.0415], [-3.1816, 1.4747, 0.4901], [-1.8405, 1.3260, -0.6214], [-2.3908, -0.1065, 0.1829], [-1.3139, 2.0854, 1.7579], [0.2487, 1.5325, -0.3087], [1.0074, 1.4165, 1.3576], [-0.6059, -1.1189, 0.5179], [2.2111, -0.6243, 1.5134], [1.5770, -2.1106, 1.5612], [0.9131, -0.9497, 2.5489], [0.8970, -1.8386, -1.0859], [0.0629, -0.7790, -2.8216], [-0.0875, 0.5942, -2.3323], [-1.3148, -0.6350, -1.5611], [2.5206, -0.1891, -1.9056]],
  "forces_ev_per_angstrom": [[-1.448, 0.736, 0.510], [1.206, 2.577, -1.136], [-1.079, 0.824, 2.758], [-2.585, -4.209, -1.290], [-2.899, -0.672, -1.001], [3.436, -0.418, 1.503], [-1.444, 0.810, -1.692], [-0.019, 1.017, 0.318], [1.397, -0.803, 0.375], [0.195, 0.292, -0.359], [-0.373, -0.440, -0.033], [0.500, -1.638, -0.440], [-0.090, -0.296, 0.830], [-0.882, -0.064, -0.724], [2.254, 1.962, 1.080], [2.134, 1.187, 0.220], [-0.479, 0.665, -0.421], [0.452, 0.270, -0.408], [-0.577, -1.691, 0.548], [-0.455, -1.800, -0.686], [-0.625, 1.339, 1.251], [1.856, 0.468, -0.923], [-0.476, -0.115, -0.278]],
  "total_charge": 1,
  "smiles": "CNC[C@H]([NH3+])[C@@H](C)O"
}



Number 1: F_max 0.019 Eh/bohr, HOMO-LUMO gap 10.8931 eV. Number 2: F_max 0.012 Eh/bohr, HOMO-LUMO gap 8.7982 eV. Number 3: F_max 0.006 Eh/bohr, HOMO-LUMO gap 10.9475 eV. Number 4: F_max 0.099 Eh/bohr, HOMO-LUMO gap 10.0374 eV.